C13H27NPbSi2 | wB97M-V/def2-TZVPD

* HOMO energy: -4.11 eV
* relative energy (zero: lowest compared OMol25 entry of this formula, charge and spin): 4.211 eV
* electronic energy: -1337.9306 hartree
* LUMO: -0.481 eV
* HOMO-LUMO gap: 3.63 eV

Geometry (Å):
Pb  0.843  1.131  -1.422
C  5.438  1.621  0.493
H  5.588  0.603  0.046
H  5.541  2.550  -0.155
H  4.378  1.580  -0.025
H  5.016  1.689  1.484
H  6.617  1.659  0.604
C  -0.217  1.583  2.254
Si  -1.465  1.214  0.910
C  -3.051  0.624  1.704
C  -1.763  2.816  -0.023
C  -0.732  -0.115  -0.209
C  0.313  -1.017  0.390
C  0.137  -1.976  1.398
C  1.267  -2.630  1.893
C  2.530  -2.339  1.365
C  2.632  -1.393  0.354
N  1.548  -0.754  -0.117
Si  -1.714  -0.757  -1.709
C  -2.854  -2.120  -1.177
C  -2.696  0.552  -2.622
C  -0.447  -1.438  -2.909
H  -0.720  2.173  3.035
H  0.644  2.162  1.887
H  0.153  0.651  2.703
H  -3.602  1.496  2.098
H  -3.690  0.081  0.993
H  -2.808  -0.048  2.542
H  -0.863  3.247  -0.495
H  -2.541  2.730  -0.795
H  -2.114  3.545  0.729
H  -0.885  -2.166  1.760
H  1.163  -3.375  2.683
H  3.435  -2.841  1.718
H  3.570  -1.119  -0.112
H  -3.700  -1.732  -0.589
H  -3.250  -2.633  -2.073
H  -2.314  -2.856  -0.559
H  -2.094  1.373  -3.037
H  -3.177  0.036  -3.470
H  -3.493  0.989  -2.007
H  0.131  -0.665  -3.442
H  0.262  -2.130  -2.434
H  -1.020  -2.002  -3.661

Forces on the atoms, in the same order (eV/Å):
Pb 1.39 0.75 -0.02
C 2.41 0.23 -0.91
H -0.36 0.25 0.25
H -0.25 -0.54 0.63
H -3.14 -0.06 -1.17
H 0.33 0.09 0.30
H 0.30 0.08 0.77
C -0.02 0.20 0.30
Si 0.71 -0.91 -0.39
C -0.31 0.30 0.19
C -0.32 0.30 -0.10
C -0.32 0.39 0.08
C -0.40 0.58 -0.46
C 0.18 0.05 -0.15
C -0.34 0.01 -0.07
C 0.28 0.06 -0.13
C -0.72 -0.20 0.13
N 0.12 -0.73 0.32
Si 1.03 0.33 1.01
C -0.42 -0.46 -0.16
C -0.25 0.12 -0.10
C -0.11 -0.47 -0.57
H 0.21 -0.12 -0.02
H -0.25 -0.22 0.06
H -0.05 0.23 -0.01
H 0.01 -0.42 -0.02
H 0.12 0.20 0.22
H -0.14 0.14 -0.19
H -0.26 -0.16 0.24
H 0.17 0.06 0.20
H 0.10 -0.11 -0.32
H 0.64 0.03 -0.08
H 0.05 0.21 -0.18
H -0.42 0.16 -0.06
H 0.07 -0.04 0.10
H 0.22 -0.15 -0.18
H 0.02 0.06 0.43
H -0.17 0.17 -0.21
H -0.07 -0.25 0.15
H 0.08 0.19 0.20
H 0.11 -0.10 -0.12
H -0.32 -0.34 0.16
H -0.18 0.14 -0.08
H 0.25 -0.04 -0.02